ORCA calculation (the ωB97M-V functional and the def2-TZVPD basis) on C26H26FKN6O2 as an isolated structure at a distorted geometry.

```
62
Properties=species:S:1:pos:R:3:forces:R:3:nbo_charge:R:1
K -0.0693 -0.3725 -0.1462 0.0 -0.7 -0.3 0.716
C 2.2401 1.9391 0.6913 -0.4 -0.2 -0.5 -0.247
N 2.2742 0.5515 0.1612 1.5 1.1 1.1 -0.389
C 3.2995 0.4745 -0.8972 -0.9 0.0 0.4 -0.246
C 3.0675 -0.7313 -1.7503 -1.1 -0.6 0.2 0.218
C 4.0212 -1.2349 -2.6260 -0.1 -0.4 -0.3 -0.285
C 3.6911 -2.3513 -3.3892 -0.1 0.2 0.1 -0.182
C 2.4264 -2.9159 -3.2580 0.3 0.1 0.0 -0.297
C 1.5405 -2.3364 -2.3653 -0.2 0.7 0.5 0.101
N 1.8368 -1.2574 -1.6129 1.5 -1.3 -1.3 -0.380
C 2.5790 -0.4225 1.2355 0.1 0.3 -0.3 -0.275
C 1.6938 -0.4012 2.4698 -0.9 0.4 -0.1 0.212
C 2.2428 -0.7365 3.7112 -0.3 0.1 0.3 -0.213
C 1.4200 -0.7700 4.8333 0.2 -0.1 -0.3 -0.207
C 0.0693 -0.4921 4.6875 0.1 0.1 -0.1 -0.283
C -0.3966 -0.1835 3.4213 0.7 0.2 -1.0 0.069
N 0.3811 -0.1157 2.3164 1.1 -1.6 2.8 -0.369
C 0.8964 2.4960 1.1615 -0.9 -0.2 0.0 0.255
C 0.8592 3.7999 1.6653 -0.1 -0.5 -0.1 -0.246
C -0.3648 4.3588 2.0248 -0.2 0.0 0.0 -0.245
C -1.5242 3.6139 1.8609 0.3 0.5 0.0 -0.281
C -1.4053 2.3299 1.3600 1.3 -0.8 -0.2 0.007
N -0.2293 1.7507 1.0353 -0.5 2.9 1.1 -0.323
H 2.5374 2.6366 -0.1044 -0.1 -0.4 0.1 0.228
H 2.9843 2.0671 1.4894 0.1 0.0 0.3 0.150
H 4.3144 0.4745 -0.4806 0.3 0.0 0.1 0.150
H 3.2214 1.3315 -1.5786 -0.3 0.1 0.4 0.236
H 4.9977 -0.7728 -2.7161 0.0 0.0 0.1 0.194
H 4.4106 -2.7752 -4.0830 0.0 0.0 0.0 0.189
H 2.1354 -3.7833 -3.8388 0.0 0.0 0.0 0.201
H 0.5387 -2.7315 -2.2246 0.1 0.1 0.0 0.232
H 3.6159 -0.2692 1.5666 0.2 0.0 0.2 0.149
H 2.5240 -1.4476 0.8510 -0.2 0.1 -0.3 0.251
H 3.2970 -0.9735 3.8059 0.0 0.1 -0.1 0.192
H 1.8279 -1.0213 5.8073 0.0 0.0 -0.1 0.191
H -0.6067 -0.5174 5.5334 0.0 0.0 0.0 0.198
H -1.4459 0.0327 3.2506 0.0 0.0 0.0 0.193
H 1.7705 4.3798 1.7641 0.1 0.0 0.0 0.179
H -0.4126 5.3706 2.4151 0.0 0.0 0.0 0.182
H -2.4956 4.0199 2.1156 0.0 0.0 0.0 0.189
H -2.2757 1.6994 1.2091 -0.1 0.0 0.0 0.181
C -1.5346 0.6401 -4.3561 -0.1 0.2 -1.0 -0.721
C -1.1119 0.7096 -2.8990 0.1 1.7 0.3 0.734
O -1.1837 1.8538 -2.3708 -3.9 -1.6 -3.5 -0.677
O -0.7416 -0.3908 -2.4017 -0.7 0.1 -1.3 -0.827
H -1.8437 1.6213 -4.7289 0.0 -0.1 0.1 0.188
H -2.3751 -0.0519 -4.4654 0.1 -0.1 0.0 0.182
H -0.6998 0.2849 -4.9676 0.0 -0.2 -0.1 0.183
F 0.1979 1.7200 -1.0397 4.3 1.3 1.9 -0.822
N -7.6214 -2.4715 -0.6092 1.0 0.3 0.1 -0.389
C -6.5055 -2.1613 -0.5408 -1.3 -0.4 -0.1 0.319
C -5.1281 -1.7785 -0.4563 0.1 0.0 0.0 -0.173
C -4.6519 -0.7073 -1.2106 -0.2 -0.1 0.1 -0.232
C -3.3141 -0.3768 -1.0941 0.8 -0.2 0.4 0.057
N -2.4497 -1.0341 -0.2921 -2.5 -0.6 0.2 -0.368
C -2.9375 -2.0672 0.4270 0.1 0.7 -0.3 0.031
C -4.2581 -2.4756 0.3805 -0.3 0.1 -0.2 -0.245
H -5.3002 -0.1420 -1.8724 0.0 -0.1 0.1 0.215
H -2.8872 0.4484 -1.6577 -0.1 0.0 0.2 0.257
H -2.2141 -2.5729 1.0611 0.3 0.1 -0.1 0.268
H -4.5935 -3.3142 0.9820 0.0 0.1 -0.1 0.209
H -0.3341 -2.4471 0.7396 0.4 -1.3 0.6 -0.785
```
Forces are in eV/Å.

As for the total charge: -2. The calculated total energy is -2184.9442 Ha. Its relative energy (zero: lowest compared OMol25 entry of this formula, charge and spin) is 193.80 kJ/mol.